{
  "formula": "C3H6B3CoFO4",
  "method": "ωB97M-V with the def2-TZVPD basis set",
  "symbols": ["C", "B", "O", "B", "F", "O", "B", "C", "C", "O", "O", "H", "H", "H", "H", "H", "H", "Co"],
  "positions_angstrom": [[2.37347, -0.90608, 0.11707], [1.41108, 0.31584, -0.13587], [1.22913, 1.40589, 0.79819], [-0.14974, 1.74448, 0.84476], [-0.67449, 2.13873, 1.97617], [-0.98820, 1.66105, -0.25780], [-0.66506, 0.46043, -0.90876], [-1.81094, -0.67217, -1.07147], [-2.31333, -1.23618, 0.28446], [-1.92140, -2.25559, 0.70872], [0.64782, 0.31524, -1.33100], [2.51083, -1.47160, -0.81763], [1.81841, -1.58552, 0.80224], [3.32954, -0.61080, 0.57552], [-1.51306, -1.54687, -1.67403], [-2.69150, -0.20175, -1.55767], [-3.10784, -0.66204, 0.84131], [2.51528, 3.10697, 0.80579]],
  "mulliken_charge": [-0.852, 0.578, -0.726, 0.674, -0.154, -0.328, 0.199, -0.381, 0.197, 0.021, -0.319, 0.291, 0.352, 0.343, 0.419, 0.368, 0.415, 0.904],
  "charge": 2,
  "e_lumo_ev": [-9.012, -12.793],
  "multiplicity": 4,
  "homo_energy_ev": [-18.550, -17.310]
}

---

{
  "formula": "C3H6BNO2",
  "method": "ωB97M-V with the def2-TZVPD basis set",
  "symbols": ["C", "C", "N", "C", "B", "O", "O", "H", "H", "H", "H", "H", "H"],
  "positions_angstrom": [[-1.74525, -0.20545, -1.43948], [-0.71583, -0.14948, -0.33878], [-0.84298, 0.52491, 0.68253], [0.46297, 0.66095, 1.27802], [1.37167, -0.30966, 0.37084], [2.58599, -0.80704, 0.38589], [0.48873, -0.74204, -0.66355], [-1.33098, -0.74403, -2.24436], [-1.92277, 0.94581, -1.71749], [-2.64310, -0.63010, -1.14432], [0.38433, 0.38461, 2.43799], [0.74446, 1.74707, 1.15134], [3.16275, -0.67553, 1.24137]],
  "mulliken_charge": [-0.943, 0.653, -0.551, -0.464, 0.680, -0.579, -0.478, 0.315, 0.198, 0.304, 0.263, 0.257, 0.345],
  "smiles": "CC1=NCB(O)O1",
  "charge": 0,
  "e_above_lowest_ev": 0.445,
  "e_lumo_ev": 0.279,
  "homo_energy_ev": -9.660
}

---

{
  "formula": "C3H6BrCl",
  "method": "ωB97M-V with the def2-TZVPD basis set",
  "symbols": ["C", "C", "C", "Cl", "Br", "H", "H", "H", "H", "H", "H"],
  "positions_angstrom": [[1.45566, 0.07803, 0.73042], [0.82007, -0.36701, -0.60987], [-2.64696, 0.40611, -0.62080], [-2.56762, -0.84363, 0.44649], [-3.84253, 1.76484, -0.06152], [2.09329, -0.69676, 1.05038], [0.71680, 0.20130, 1.41691], [2.17928, 0.87978, 0.73160], [1.57101, -0.49419, -1.52533], [0.18384, -1.22743, -0.49143], [0.03715, 0.29897, -1.06687]],
  "mulliken_charge": [-0.846, -0.717, -0.005, 0.023, -0.054, 0.290, 0.277, 0.309, 0.240, 0.246, 0.236],
  "charge": 0,
  "e_above_lowest_ev": 1.947,
  "e_lumo_ev": -1.179,
  "homo_energy_ev": -9.424
}

---

{
  "formula": "C3H6BrI",
  "method": "ωB97M-V with the def2-TZVPD basis set",
  "symbols": ["C", "C", "C", "Br", "I", "H", "H", "H", "H", "H", "H"],
  "positions_angstrom": [[0.58869, -0.15857, 1.09456], [-0.65411, 0.59058, -0.95403], [-0.27542, -0.47891, -0.03394], [-1.08405, 2.22491, 0.26913], [-1.31896, -2.18486, -0.05145], [1.39316, 0.62302, 0.68598], [0.03774, 0.41151, 1.80926], [1.10195, -0.98912, 1.57330], [0.15001, 0.85359, -1.73703], [-1.65729, 0.26290, -1.32524], [1.71827, -1.15504, -1.33055]],
  "mulliken_charge": [-1.168, -0.417, -0.160, -0.215, 0.131, 0.300, 0.420, 0.414, 0.274, 0.404, 0.017],
  "charge": 0,
  "e_above_lowest_ev": 4.949,
  "e_lumo_ev": [-0.916, -0.778],
  "homo_energy_ev": [-7.907, -10.009]
}

---

{
  "formula": "C3H6BrN2O",
  "method": "ωB97M-V with the def2-TZVPD basis set",
  "symbols": ["C", "C", "C", "N", "N", "O", "Br", "H", "H", "H", "H", "H", "H"],
  "positions_angstrom": [[0.76489, 1.84514, 0.35473], [-0.90012, -1.43191, 1.53254], [1.07578, 0.00412, -1.21173], [-0.96354, -0.70530, 0.59334], [0.66313, 0.65308, -0.07428], [-0.73395, -2.04296, 2.44355], [-3.57229, -2.32785, 0.06997], [0.49228, 2.31537, 1.26929], [1.33940, 2.44718, -0.27716], [1.39809, 0.67610, -1.97783], [0.22332, -0.42696, -1.73659], [1.91286, -0.60565, -1.00670], [-1.69985, -0.40036, 0.02087]],
  "mulliken_charge": [-0.142, 0.560, -0.818, -0.217, -0.105, -0.175, 0.044, 0.303, 0.279, 0.430, 0.306, 0.335, 0.200],
  "charge": 1,
  "e_above_lowest_ev": 4.432,
  "e_lumo_ev": [-9.233, -9.241],
  "homo_energy_ev": [-13.267, -13.246]
}

---

{
  "formula": "C3H6BrNO",
  "method": "ωB97M-V with the def2-TZVPD basis set",
  "symbols": ["C", "N", "C", "C", "O", "Br", "H", "H", "H", "H", "H", "H"],
  "positions_angstrom": [[0.49692, 1.12528, -0.00136], [0.75316, -0.31290, -0.09445], [-0.29730, -1.17164, -0.37147], [1.93082, -0.85867, 0.20182], [2.31016, -2.09736, 0.22245], [3.47771, 0.36237, 0.34079], [1.50624, 1.48354, -0.47738], [-0.40800, 1.42899, -0.57400], [0.41220, 1.27619, 1.17661], [-1.06734, -1.32833, 0.49308], [-0.95720, -0.88767, -1.25463], [0.04439, -2.11659, -0.66174]],
  "mulliken_charge": [-0.852, 0.040, -0.987, 0.780, -0.583, -0.250, 0.287, 0.307, 0.278, 0.286, 0.311, 0.384],
  "smiles": "CN(C)C(=O)Br",
  "charge": 0,
  "e_above_lowest_ev": 0.316,
  "e_lumo_ev": 0.591,
  "homo_energy_ev": -9.854
}

---

{
  "formula": "C3H6BrNO",
  "method": "ωB97M-V with the def2-TZVPD basis set",
  "symbols": ["Br", "C", "C", "C", "N", "O", "H", "H", "H", "H", "H", "H"],
  "positions_angstrom": [[-0.91964, 0.73191, -2.36062], [-0.86945, 0.65517, -0.48258], [-0.49785, -0.72175, 0.15100], [1.03428, -0.54296, 0.02106], [1.17698, 0.72443, 0.66639], [0.11789, 1.56483, 0.03739], [-1.83834, 1.13034, -0.23363], [-1.11129, -1.51948, -0.26200], [-0.73367, -0.62591, 1.20795], [1.47566, -1.30674, 0.62116], [1.36793, -0.69964, -0.97261], [0.79749, 0.60980, 1.60648]],
  "mulliken_charge": [-0.151, -0.069, -0.571, -0.535, -0.320, -0.284, 0.323, 0.374, 0.272, 0.348, 0.322, 0.291],
  "smiles": "Br[C@H]1CCNO1",
  "charge": 0,
  "e_above_lowest_ev": 1.532,
  "e_lumo_ev": 0.843,
  "homo_energy_ev": -9.831
}

---

{
  "formula": "C3H6BrNO",
  "method": "ωB97M-V with the def2-TZVPD basis set",
  "symbols": ["C", "N", "C", "O", "C", "Br", "H", "H", "H", "H", "H", "H"],
  "positions_angstrom": [[-0.57885, 1.74275, -0.69044], [0.10275, 0.51958, -0.17275], [-0.55220, -0.58477, 0.13606], [-1.66775, -0.89636, -0.10835], [0.75479, -1.83018, 0.71403], [2.16430, -1.03614, 1.66375], [-1.46975, 1.37201, -1.18014], [-0.79240, 2.50919, 0.06014], [0.04583, 2.20330, -1.57572], [0.98069, 0.70523, 0.28174], [0.94510, -2.17229, -0.36930], [0.06749, -2.53233, 1.24099]],
  "mulliken_charge": [-0.823, -0.118, 0.482, -0.555, -0.522, -0.176, 0.328, 0.283, 0.263, 0.164, 0.314, 0.360],
  "smiles": "CNC(=O)CBr",
  "charge": 0,
  "e_above_lowest_ev": 0.295,
  "e_lumo_ev": 0.736,
  "homo_energy_ev": -9.125
}

---

{
  "formula": "C3H6BrNO2S",
  "method": "ωB97M-V with the def2-TZVPD basis set",
  "symbols": ["C", "C", "C", "N", "O", "O", "S", "Br", "H", "H", "H", "H", "H", "H"],
  "positions_angstrom": [[1.06540, -1.50819, 0.17511], [0.28219, -1.01972, 1.40890], [-0.60521, -0.46886, 0.29441], [-0.47551, 1.20617, -1.78642], [-1.46055, 2.02190, 0.36768], [1.00625, 1.73188, 0.38824], [-0.33377, 1.32619, -0.11429], [-2.16092, -1.03154, -0.35650], [1.86685, -0.92753, -0.16504], [0.82072, -2.48447, -0.10176], [-0.25968, -1.80727, 1.85541], [0.66145, -0.45491, 2.23045], [0.49028, 1.36097, -2.21993], [-0.89749, 2.05537, -1.97626]],
  "mulliken_charge": [-0.648, -0.364, -0.058, -0.539, -0.578, -0.608, 0.992, -0.009, 0.307, 0.306, 0.288, 0.312, 0.305, 0.296],
  "charge": 0,
  "e_above_lowest_ev": 1.352,
  "e_lumo_ev": 0.591,
  "homo_energy_ev": -8.920
}

---

{
  "formula": "C3H6BrNOS",
  "method": "ωB97M-V with the def2-TZVPD basis set",
  "symbols": ["C", "C", "S", "Br", "C", "N", "O", "H", "H", "H", "H", "H", "H"],
  "positions_angstrom": [[1.15270, -0.14668, -1.19115], [0.37203, 0.35345, -0.00793], [1.23928, 0.18251, 1.56748], [-0.26823, 2.20252, -0.31281], [-1.10115, -0.72770, 0.19191], [-2.00105, -0.13044, 0.95390], [-1.07876, -1.79933, -0.32028], [2.06002, 0.44566, -1.35020], [1.42018, -1.18851, -1.01982], [0.54015, -0.08894, -2.09039], [2.40802, 0.68197, 1.14703], [-1.88348, 0.82268, 1.25239], [-2.85970, -0.60720, 1.17987]],
  "mulliken_charge": [-1.309, 0.138, -0.144, -0.133, 0.633, -0.315, -0.547, 0.439, 0.337, 0.355, 0.142, 0.151, 0.253],
  "smiles": "C[C@@](S)(Br)C(N)=O",
  "charge": 0,
  "e_above_lowest_ev": 0.000,
  "e_lumo_ev": 0.615,
  "homo_energy_ev": -9.416
}

---

{
  "formula": "C3H6BrO2P",
  "method": "ωB97M-V with the def2-TZVPD basis set",
  "symbols": ["C", "C", "C", "O", "O", "P", "Br", "H", "H", "H", "H", "H", "H"],
  "positions_angstrom": [[-0.29323, -0.11346, 0.52589], [-2.32644, -0.15484, -0.67486], [0.80870, 0.76127, 0.95396], [-0.12853, -1.27883, 0.35167], [-1.39267, 0.63927, 0.13133], [2.43667, 0.23616, -0.81064], [4.13272, -0.32769, 0.38483], [-2.38783, -1.13822, -0.02888], [-1.90121, -0.41653, -1.66377], [-3.19156, 0.53227, -0.82959], [0.71351, 1.78567, 0.79477], [1.37281, 0.68753, 1.96924], [2.15705, -1.21260, -1.10395]],
  "mulliken_charge": [0.668, -0.530, -0.868, -0.505, -0.337, 0.146, -0.124, 0.272, 0.245, 0.202, 0.389, 0.334, 0.108],
  "charge": 0,
  "e_above_lowest_ev": 1.786,
  "e_lumo_ev": -0.436,
  "homo_energy_ev": -8.966
}

---

{
  "formula": "C3H6BrO2S",
  "method": "ωB97M-V with the def2-TZVPD basis set",
  "symbols": ["C", "C", "C", "O", "O", "S", "Br", "H", "H", "H", "H", "H", "H"],
  "positions_angstrom": [[-1.46209, -0.24397, 0.07142], [-0.05859, -0.81451, 0.29930], [0.98978, -0.04958, -0.42957], [0.11423, 1.92229, -1.21460], [0.44407, 1.92998, 1.24607], [1.09193, 1.77968, -0.07252], [3.06179, -1.36138, 0.17714], [-1.53154, 0.72799, 0.54816], [-2.20904, -0.90927, 0.50143], [-1.65883, -0.12178, -0.99018], [0.16132, -0.76031, 1.36947], [-0.03389, -1.86386, -0.01503], [1.09086, -0.23526, -1.49108]],
  "mulliken_charge": [-1.143, -0.236, -0.547, -0.626, -0.619, 0.506, -0.521, 0.312, 0.372, 0.288, 0.267, 0.404, 0.545],
  "charge": -1,
  "e_above_lowest_ev": 0.000,
  "e_lumo_ev": [3.277, 3.277],
  "homo_energy_ev": [-4.350, -4.350]
}

---

{
  "formula": "C3H6BrO2S",
  "method": "ωB97M-V with the def2-TZVPD basis set",
  "symbols": ["C", "C", "C", "O", "O", "S", "Br", "H", "H", "H", "H", "H", "H"],
  "positions_angstrom": [[0.79605, -1.08724, -0.33721], [1.31640, -0.13725, -1.28488], [0.82386, 1.09101, -1.41808], [-1.35359, 0.18243, 0.97262], [-1.63385, 1.36183, 3.18735], [-2.31016, 0.66614, 2.11094], [1.42135, 2.21065, -2.79748], [-0.09873, -0.65446, 0.18183], [1.44375, -1.47394, 0.36713], [0.53614, -2.01859, -0.97182], [-2.90526, -0.92033, 2.88379], [1.97706, -0.61356, -2.02199], [-0.01302, 1.39330, -0.87220]],
  "mulliken_charge": [-0.925, -0.012, -0.365, -0.610, -0.481, 0.107, -0.246, 0.325, 0.317, 0.223, -0.068, 0.278, 0.457],
  "charge": -1,
  "e_above_lowest_ev": 1.866,
  "e_lumo_ev": 2.949,
  "homo_energy_ev": -3.513
}

---

{
  "formula": "C3H6BrO3S",
  "method": "ωB97M-V with the def2-TZVPD basis set",
  "symbols": ["C", "C", "C", "Br", "S", "O", "O", "O", "H", "H", "H", "H", "H", "H"],
  "positions_angstrom": [[-0.81640, 0.44026, 1.17932], [-0.15514, -0.31034, 0.07890], [1.11687, -0.93525, 0.40298], [-1.65017, -1.67336, -0.82266], [0.11250, 0.79692, -1.41101], [0.61702, -0.02926, -2.49188], [1.09493, 1.65885, -0.83395], [-1.16092, 1.41697, -1.83525], [-0.91496, -0.06293, 2.06138], [-1.94441, 0.81315, 0.91040], [-0.35215, 1.32197, 1.30737], [1.52019, -1.59689, -0.45775], [0.84626, -1.67763, 1.22556], [1.68638, -0.16247, 0.68658]],
  "mulliken_charge": [-1.472, 0.513, -1.327, -0.268, 1.240, -0.663, -0.686, -0.659, 0.494, 0.277, 0.443, 0.290, 0.373, 0.444],
  "smiles": "CC(C)(Br)S(=O)(=O)[O-]",
  "charge": -1,
  "e_above_lowest_ev": 0.646,
  "e_lumo_ev": 3.392,
  "homo_energy_ev": -5.060
}

---

{
  "formula": "C3H6BrP",
  "method": "ωB97M-V with the def2-TZVPD basis set",
  "symbols": ["C", "C", "C", "P", "Br", "H", "H", "H", "H", "H", "H"],
  "positions_angstrom": [[-0.23409, -0.38242, 0.00554], [1.17026, -0.93844, -0.12022], [-0.19416, 1.05658, 0.05774], [-1.49980, -1.43332, 0.34626], [-3.69800, 0.49881, -0.02474], [1.52042, -0.82916, 0.87262], [1.30227, -2.04419, -0.32808], [1.79987, -0.55327, -0.95091], [-0.00520, 1.42850, -0.95887], [0.83037, 1.42189, 0.54710], [-0.99195, 1.77501, 0.55355]],
  "mulliken_charge": [0.628, -1.364, -0.938, 0.065, -0.423, 0.402, 0.406, 0.311, 0.304, 0.280, 0.330],
  "charge": 0,
  "e_above_lowest_ev": 1.312,
  "e_lumo_ev": -1.729,
  "homo_energy_ev": -9.268
}

---

{
  "formula": "C3H6CdO3",
  "method": "ωB97M-V with the def2-TZVPD basis set",
  "symbols": ["H", "O", "C", "O", "Cd", "O", "C", "C", "H", "H", "H", "H", "H"],
  "positions_angstrom": [[-0.80357, 0.95280, -0.72781], [0.20306, -1.27474, -0.75690], [0.29785, -0.47315, 0.13305], [1.19167, 0.26481, 0.54855], [3.11971, 0.49586, 0.68441], [-0.98879, 0.38199, 0.10967], [-2.30154, -0.26537, -0.00153], [-3.36043, 0.74862, 0.33886], [-2.25359, -1.10874, 0.69137], [-2.40313, -0.63511, -1.02833], [-3.21318, 1.15789, 1.34584], [-4.33495, 0.24420, 0.30971], [-3.38188, 1.56510, -0.39569]],
  "mulliken_charge": [0.405, -0.424, 0.721, -0.562, 0.697, -0.245, -0.166, -1.092, 0.327, 0.308, 0.317, 0.367, 0.344],
  "charge": 1,
  "e_above_lowest_ev": 0.000,
  "e_lumo_ev": [-4.214, -6.127],
  "multiplicity": 2,
  "homo_energy_ev": [-12.763, -15.712]
}